No. 1
C3H3IO2 | ωB97M-V/def2-TZVPD

Structure (XYZ):
```
9
Properties=species:S:1:pos:R:3:forces:R:3:lowdin_charge:R:1
H 2.6507 -0.5077 -1.0448 -0.915 0.659 -0.280 0.065
H -1.7166 1.1746 -0.9880 -0.129 -1.036 1.149 0.111
O 3.4855 -1.1247 0.5603 0.649 -0.661 1.316 -0.031
H -2.9804 -0.1165 -0.7856 -1.509 -1.075 -1.394 0.054
I 1.5459 0.9955 1.0620 -0.172 0.454 0.118 0.874
C -1.3583 -0.4948 0.5802 1.602 -1.975 0.334 -0.151
C 2.6942 -0.4289 0.0462 0.597 -0.317 -1.126 -0.784
C -2.0730 0.2441 -0.4598 0.245 2.426 -0.393 -0.125
O -2.2481 0.2584 1.0293 -0.367 1.523 0.276 -0.013
```
Positions in Å, forces in eV/Å.

Calculated values
HOMO level = -9.3 eV
Energy relative to the best compared isomer or geometry (same formula, charge and spin) = 392.44 kJ/mol
E_tot = -564.1193 a.u.

***

No. 2
C3H5Cl2N2 | ωB97M-V/def2-TZVPD

Structure (XYZ):
```
12
Properties=species:S:1:pos:R:3:forces:R:3:lowdin_charge:R:1
Cl -2.6527 -1.4733 0.1559 0.850 0.731 -0.032 0.773
N 1.2015 -0.9780 -1.0596 -0.812 -3.254 0.071 0.242
H -0.8768 1.8096 1.8963 2.097 -0.313 -0.530 0.137
C 0.0169 -0.3666 -0.2960 -1.126 -1.308 -0.307 -0.197
Cl -0.8656 2.2078 -0.7219 -0.483 0.883 -1.310 0.774
C -1.2727 -0.4964 0.0825 3.000 -0.072 -1.095 -0.511
H 1.5162 -0.4923 -1.8757 -0.335 1.178 -0.888 0.148
C -0.4073 0.8852 0.2507 -0.875 -1.067 0.241 -0.936
H 0.8772 -1.9535 -1.4666 0.703 2.169 1.142 0.230
N 0.0107 1.3854 1.4584 -1.137 -0.511 3.824 0.007
H 0.3342 0.6322 2.1520 -0.603 1.359 -1.496 0.140
H 2.1184 -1.1600 -0.5760 -1.279 0.205 0.380 0.191
```
Positions in Å, forces in eV/Å.

Calculated values
Charge = +1
HOMO level = -13.6 eV
SMILES string = N[C@@]1(Cl)C([NH3+])=C1Cl
Energy relative to the best compared isomer or geometry (same formula, charge and spin) = 399.48 kJ/mol
E_tot = -1146.8198 a.u.

***

No. 3
C14H19ClN5O5Os | ωB97M-V/def2-TZVPD

Structure (XYZ):
```
45
Properties=species:S:1:pos:R:3:forces:R:3:lowdin_charge:R:1
H -4.1315 0.4615 1.8964 -0.007 0.006 0.030 0.139
Os 0.0413 -0.5066 -0.4075 0.025 0.513 -0.809 1.821
C -1.6046 1.1411 1.8834 0.019 0.021 0.066 -0.182
H -2.0399 1.1469 -0.1617 -0.008 -0.023 -0.012 0.093
H 1.0663 4.0955 -3.4643 0.023 0.025 0.010 0.137
N 0.8755 -2.3237 -0.7745 0.033 -0.159 0.056 -0.096
Cl -2.6111 -1.6919 -0.1608 -0.079 -0.047 0.456 0.759
C 2.5067 -1.4837 0.7996 0.109 -0.014 -0.052 -0.078
C 2.5086 -3.8850 -0.0279 -0.001 0.027 -0.008 0.049
H -4.7790 1.6885 2.8010 -0.009 0.011 -0.005 0.189
O -3.0135 -2.9437 -0.6139 -0.004 0.050 -0.092 -0.151
H 3.3661 -4.1100 0.5925 0.004 0.005 -0.001 0.151
C 2.3914 0.9675 0.5825 0.267 1.016 -0.439 -0.411
O -1.7933 -0.9851 -1.2744 0.402 -0.158 -0.048 -0.494
O 3.2829 1.1580 1.3524 -0.204 -0.313 0.042 0.212
H -0.7430 2.0523 0.2308 -0.048 0.022 0.034 0.101
H 0.0384 1.8759 -3.1275 0.011 -0.049 0.017 0.132
N -1.2128 1.1712 0.4362 0.019 0.025 0.281 -0.061
H 3.5654 -1.3397 0.5693 0.012 0.081 0.051 0.163
C 2.4706 3.2341 -0.5032 -0.002 -0.090 -0.006 0.059
H -4.5760 1.8735 1.1850 0.004 0.000 -0.008 0.181
H -1.8017 0.1097 2.1713 -0.029 0.042 -0.030 0.103
C -2.7597 2.0480 2.3006 0.016 0.026 -0.008 -0.084
N 1.0312 1.5094 -1.3447 -0.073 -0.077 0.213 -0.029
H 2.3841 -5.8410 -0.9010 0.002 0.001 0.003 0.147
C 1.9076 1.9779 -0.4261 0.076 -0.185 -0.099 -0.209
H -0.5122 -2.9573 -2.1919 0.004 -0.019 0.003 0.123
H -2.7169 3.0334 1.8391 0.001 0.008 0.010 0.146
O -3.6703 -0.8034 0.1795 0.075 0.061 -0.049 -0.266
H 2.4448 -1.6584 1.8785 -0.089 -0.016 -0.016 0.165
C 1.9594 -4.8457 -0.8677 0.011 -0.036 -0.002 0.051
C 0.8711 -4.5229 -1.6737 0.008 0.007 -0.006 0.024
H 3.1519 3.5485 0.2763 0.078 0.042 -0.061 0.147
C 0.7367 2.2708 -2.3999 -0.012 0.133 0.008 -0.076
N -4.1430 1.4801 2.0245 -0.008 -0.049 -0.035 0.219
C 1.3105 3.5300 -2.5752 -0.119 -0.134 -0.028 0.016
N 1.7589 -0.2833 0.4136 -0.140 -0.525 0.591 -0.141
H -2.7000 2.1874 3.3783 0.017 -0.012 0.000 0.150
O -1.6347 -1.7526 0.9313 -0.310 -0.181 -0.132 -0.382
C 2.1670 4.0296 -1.6106 -0.024 -0.078 0.115 0.032
C 1.9572 -2.6249 -0.0044 0.011 0.013 -0.035 -0.213
H -0.7339 1.4628 2.4550 0.007 0.008 -0.016 0.141
C 0.3411 -3.2600 -1.6005 -0.070 0.017 0.010 -0.062
H 0.4348 -5.2471 -2.3470 -0.003 0.008 -0.008 0.143
H 2.6078 5.0120 -1.7190 0.006 -0.004 0.008 0.142
```
Positions in Å, forces in eV/Å.

Calculated values
Expectation value of S² = 6.019
Charge = +3
HOMO level (spin up / spin down) = -18.8 / -19.2 eV
Energy relative to the best compared isomer or geometry (same formula, charge and spin) = 52.52 kJ/mol
Spin multiplicity = 5
E_tot = -1744.4139 a.u.

***

> The lowest E_tot belongs to which entry?

C14H19ClN5O5Os